Molecular formula: C4H6O5
Method: DFT, ωB97M-V/def2-TZVPD

XYZ file:
```
15
Properties=species:S:1:pos:R:3:forces:R:3:mulliken_charge:R:1
C 1.09508 -0.53471 -1.83543 -0.010 -0.380 -0.046 -1.1023
C 0.17887 -0.79559 -0.67469 -1.920 -0.682 -0.888 0.8941
O -0.84907 -1.46471 -0.81286 1.896 1.325 0.789 -0.5721
C 0.58793 -0.20591 0.69795 0.836 0.244 0.188 -0.1711
O 1.34930 0.98386 0.69143 -0.783 -0.797 -0.506 -0.5434
O -0.56295 -0.12227 1.54184 0.462 0.377 -0.468 -0.4081
C -1.42773 0.83011 1.13406 -0.497 0.287 -0.592 0.8325
O -1.18558 1.74109 0.36173 -0.475 -1.200 1.051 -0.5904
O -2.61739 0.58151 1.69529 0.480 0.151 -0.097 -0.4646
H 1.03146 0.51848 -2.11819 0.208 -0.026 0.111 0.2813
H 0.78522 -1.15060 -2.68479 -0.041 0.134 0.228 0.3259
H 2.11997 -0.79928 -1.56728 0.056 0.308 -0.029 0.3249
H 1.23454 -0.96691 1.14930 -0.167 0.123 0.107 0.4173
H 0.77989 1.66671 0.28101 0.205 -0.263 0.264 0.4127
H -2.51954 -0.28178 2.14065 -0.250 0.399 -0.112 0.3634
```
Forces are in eV/Å.

Calculated values
Spin multiplicity   1
Gap between HOMO and LUMO   10.711 eV
Strongest force on any atom   2.44 eV Å⁻¹
HOMO energy   -0.37548 Eh


Molecular formula: C3H8N2O2
Method: DFT, ωB97M-V/def2-TZVPD

XYZ file:
```
15
Properties=species:S:1:pos:R:3:forces:R:3:mulliken_charge:R:1
N -0.61356 -1.21938 -1.42857 0.019 -0.090 -0.154 -0.3936
C 0.09380 0.14865 -1.13542 -0.020 0.103 -0.346 0.6377
O 0.92471 0.52025 -1.91988 -0.309 -0.193 0.374 -0.6006
N -0.68606 0.93929 -0.26881 0.013 -0.171 -0.025 -0.4360
C 0.16738 1.28101 0.87675 0.129 0.136 0.106 -0.6879
C 0.65618 -0.08076 1.43911 -0.007 0.184 0.289 -0.2398
O 0.85076 -0.91635 0.35725 -0.016 -0.051 -0.024 -0.7959
H -0.14993 -1.64023 -2.23282 -0.083 0.084 0.115 0.3041
H -1.62319 -1.19674 -1.56351 0.188 0.051 0.049 0.2927
H -0.22176 -1.60259 -0.47400 0.034 0.091 -0.063 0.4625
H -1.47374 0.40670 0.09309 0.079 0.045 -0.075 0.3003
H -0.39809 1.88570 1.59196 0.101 -0.116 -0.087 0.3441
H 1.00411 1.87288 0.49640 -0.091 -0.081 0.066 0.3064
H -0.11002 -0.46295 2.14465 0.091 0.020 -0.133 0.2334
H 1.57942 0.06451 2.02382 -0.130 -0.013 -0.092 0.2726
```
Forces are in eV/Å.

Calculated values
Spin multiplicity   1
Gap between HOMO and LUMO   9.273 eV
Strongest force on any atom   0.52 eV Å⁻¹
HOMO energy   -0.32684 Eh


Molecular formula: C47H44N4OSiTeYb
Method: DFT, ωB97M-V/def2-TZVPD

XYZ file:
```
99
Properties=species:S:1:pos:R:3:forces:R:3:mulliken_charge:R:1
Yb 2.01822 1.95109 -0.66256 0.101 -1.736 -2.191 0.9300
C 4.21072 4.19949 -4.27375 -1.207 0.667 -1.964 -0.3920
C 3.11046 4.68395 -5.08420 1.091 -0.877 1.179 -0.8561
C 1.84383 4.37890 -4.59342 -1.429 1.323 -0.086 -0.6793
C 1.65052 3.75140 -3.33759 1.256 0.168 -1.354 0.3603
C 2.73482 3.18914 -2.67772 -0.298 -1.104 2.723 0.3874
C 4.00844 3.41148 -3.15402 0.070 0.930 -1.528 -0.5621
C 0.32370 3.63251 -2.79159 -2.032 -0.901 0.301 1.4751
C -0.83501 4.24089 -3.38713 0.276 0.509 0.155 -1.1684
C -2.04988 4.05256 -2.77946 -0.198 -0.160 -0.427 -0.7423
C -2.26989 3.25470 -1.64717 0.717 -0.220 1.111 0.6587
C -3.56709 3.10164 -0.98517 1.626 -0.475 -1.881 -0.6706
C -3.58919 2.49005 0.22256 -0.828 1.053 2.398 -0.6933
C -2.35519 2.22079 0.92741 -0.217 -0.955 -0.669 -0.6269
C -1.15091 2.23274 0.25316 0.405 -0.158 0.620 0.1246
C -1.05533 2.74692 -1.06124 -2.109 0.493 -0.237 1.0623
N 0.14260 2.85295 -1.67853 0.826 1.076 -0.396 0.1901
H 5.21103 4.39167 -4.65239 -0.028 -0.037 0.204 0.3770
H 3.34876 5.21476 -6.03465 -0.595 -0.472 0.951 0.3718
H 0.87730 4.74765 -5.04169 1.658 -0.394 -0.185 0.1286
H 4.91201 2.98515 -2.79832 0.461 -0.545 0.951 0.4335
H -0.78965 4.94056 -4.26957 0.091 -1.025 1.268 0.2453
H -2.91224 4.55685 -3.15185 -0.475 0.330 -0.533 0.4669
H -4.44151 3.33904 -1.60922 0.267 0.123 0.754 0.3558
H -4.55243 2.47406 0.84047 1.453 -0.370 -1.154 0.3329
H -2.42366 1.85729 1.96283 0.116 0.202 -0.558 0.3998
H -0.19234 1.92028 0.74655 -1.098 0.162 -0.148 -0.5032
C 0.76479 -2.26811 -3.56095 0.300 1.005 0.247 -1.6618
C 1.52173 -2.92535 -2.38837 0.399 1.911 1.082 1.8761
C 0.57716 -3.21772 -1.20461 -1.907 -0.020 -1.348 -1.7071
C 2.15583 -4.22615 -2.88640 0.365 0.626 -2.108 -1.6565
Si 2.64532 -1.50684 -1.67780 2.005 -3.156 -1.133 -1.2588
O 1.97816 -0.11056 -1.30240 -0.642 3.060 1.288 0.7855
C 3.91413 -1.27560 -3.07124 1.284 0.189 1.008 0.6343
C 4.97325 -2.21195 -3.13888 1.276 0.069 0.208 -0.3040
C 6.09357 -2.03893 -4.00593 -0.276 -0.426 0.330 -0.7227
C 6.16853 -0.92021 -4.83245 -0.493 0.248 -0.354 -0.4761
C 5.06022 -0.07422 -4.86029 -0.976 1.110 0.192 -0.6855
C 4.02258 -0.15632 -3.88269 -0.084 0.215 -1.205 0.2064
C 3.66421 -2.26699 -0.17907 -0.713 3.848 -1.111 0.5845
C 4.41116 -1.27557 0.56092 -1.472 0.144 -2.215 -0.4528
C 4.99589 -1.60371 1.73523 1.257 -0.177 1.322 -0.6735
C 4.90569 -2.90490 2.21350 -1.086 -0.486 -0.994 -0.6302
C 4.23112 -3.85621 1.42447 1.260 2.095 1.154 -0.7457
C 3.59766 -3.54962 0.24781 -0.190 -1.985 -0.868 0.1831
H -0.06554 -2.88220 -3.85082 -0.462 -0.519 -0.440 0.5652
H 1.42264 -2.06078 -4.40822 0.062 -0.493 -0.085 0.3694
H 0.34108 -1.25859 -3.37468 0.121 -0.486 0.523 0.1723
H -0.37969 -3.61406 -1.66787 0.875 -0.207 0.723 0.4855
H 0.19111 -2.30714 -0.69556 0.644 -0.394 -0.007 0.2549
H 1.01821 -3.93680 -0.51800 -0.286 0.143 0.160 0.2753
H 1.29595 -4.77685 -3.26835 0.025 -0.542 -0.005 0.5728
H 2.68798 -4.83743 -2.18132 0.076 -0.109 0.449 0.2573
H 2.84757 -4.10919 -3.80159 -0.961 0.169 1.431 0.2403
H 5.06967 -2.94207 -2.30156 -0.296 0.106 -1.137 0.1704
H 6.90982 -2.78182 -4.12709 -0.650 0.487 0.746 0.3513
H 7.07566 -0.66730 -5.42576 -0.946 -0.579 0.222 0.3578
H 4.91291 0.67017 -5.67415 0.621 -0.206 0.909 0.3596
H 3.27591 0.67130 -3.76843 0.625 -0.851 -0.532 0.2954
H 4.48828 -0.23528 0.10466 0.053 -1.306 0.699 0.2011
H 5.65906 -0.94866 2.28750 -0.263 0.435 -0.048 0.3935
H 5.31623 -3.17467 3.17839 0.183 -0.096 -0.193 0.4066
H 4.35460 -4.80877 1.75372 -0.237 -2.901 0.802 0.5315
H 3.15551 -4.38923 -0.39129 0.525 1.487 1.222 -0.0815
N 0.37454 3.81200 4.47020 1.029 0.969 -0.588 -0.4250
C 1.34310 3.95533 3.48194 -1.361 -0.942 0.299 0.3293
C 1.45893 2.91524 2.52831 -0.469 0.558 0.705 -0.2698
N 2.26382 3.05391 1.49857 1.683 -0.288 -0.116 -0.1881
C 3.25340 3.98935 1.60980 -0.211 0.883 0.811 -0.2751
C 3.19026 4.94027 2.65725 1.164 -0.065 -1.211 -0.3090
N 2.12199 5.02004 3.42722 0.144 -0.104 1.249 -0.5188
H -0.39905 3.18663 4.34748 -0.004 -0.150 -0.235 0.2158
H 0.14963 4.65385 4.97944 0.125 -0.046 0.092 0.2804
H 0.87533 2.01586 2.69637 -0.143 0.044 -0.576 0.5005
H 4.10337 3.99710 0.92383 -0.538 -0.079 -0.084 0.4475
H 4.04796 5.65811 2.86114 -1.361 -0.837 -0.567 0.3317
Te -4.44607 -2.31114 3.26958 0.040 0.454 0.766 0.3793
C -6.15458 -3.20802 2.41091 1.146 0.051 1.564 0.0113
C -6.65546 -2.78435 1.21922 -0.457 0.664 -1.333 -0.3720
C -7.72634 -3.47568 0.62715 -0.077 0.777 -0.278 -0.3326
C -8.30489 -4.57305 1.27812 -0.307 -0.611 -0.445 -0.5061
C -7.78879 -4.93413 2.51337 0.664 0.252 0.976 -0.2985
C -6.68757 -4.27544 3.09804 -1.544 -0.564 -1.762 -0.4710
C -5.27322 -1.56739 5.14173 -1.561 0.162 -0.573 -0.0435
C -4.56856 -1.61876 6.33565 0.247 0.133 0.257 -0.3965
C -5.05227 -0.92106 7.45358 0.685 -0.150 -0.009 -0.2368
C -6.23060 -0.25931 7.42663 -0.154 0.063 -0.100 -0.5904
C -7.00092 -0.35009 6.30529 -1.843 0.742 -1.064 -0.3264
C -6.58342 -0.94934 5.15148 1.223 -1.129 -1.851 -0.3083
H -6.18535 -1.89529 0.74095 -0.643 -0.806 0.215 0.3189
H -8.10749 -3.01580 -0.29891 0.035 -0.786 0.358 0.3186
H -9.09851 -5.26084 0.85416 0.870 1.406 0.305 0.3105
H -8.23130 -5.72035 3.10550 -0.113 -0.334 -0.244 0.3552
H -6.23764 -4.67337 3.96609 0.258 -0.141 0.956 0.4380
H -3.63482 -2.16429 6.45998 -0.101 0.114 -0.363 0.3723
H -4.54104 -0.79191 8.38209 0.919 -0.553 0.272 0.3547
H -6.53471 0.34112 8.24935 -0.320 0.223 0.611 0.4127
H -7.97184 0.13057 6.28268 -0.067 0.029 0.085 0.3212
H -7.23394 -0.95999 4.20362 1.126 0.045 1.641 0.2903
```
Forces are in eV/Å.

Calculated values
Spin multiplicity   2
Gap between HOMO and LUMO (spin up / spin down)   5.633 / 5.591 eV
Charge   +1
Strongest force on any atom   4.07 eV Å⁻¹
HOMO energy (spin up / spin down)   -0.34729 / -0.34729 Eh


Quick rundown of E_tot, same order as above: -532.23786 -379.04075 -3827.63629 Ha
Quick rundown of ΔE to the lowest compared entry with this formula, charge and spin, same order as above: 17.3 62.9 34.3 kcal per mole